10 unconnected molecules or ions with the total composition C6H32NO10 in a non-equilibrium geometry, computed with ωB97M-V with the def2-TZVPD basis set.

Energy above the lowest of the compared OMol25 structures with the same formula, charge and spin in eV: 4.422
Frontier orbital gap in eV: 8.40
Strongest force on any atom in eV Å⁻¹: 7.72
Calculated total energy in Ha: -1054.88671
HOMO energy in Ha: -0.214

Geometry as ORCA input:
```
! RIJCOSX wB97M-V def2-TZVPD def2/J DEFGRID3
* xyz -1 1
H -0.059 2.130 -1.452
C -0.192 -2.963 1.173
H 0.357 -0.464 1.578
C -1.018 -1.712 0.763
C -1.762 -2.096 -0.471
H -1.793 -1.305 1.579
H -1.628 4.743 1.191
O -1.715 -3.272 -3.712
H -0.705 -3.547 1.771
H -2.218 -3.585 -3.019
H -1.561 0.397 -0.728
C -1.211 1.486 1.165
C -0.669 0.647 -0.084
H 1.660 -2.566 -1.410
H 1.797 -0.113 -2.401
H -1.737 -1.313 -1.208
H -2.178 0.431 -2.489
H -2.206 1.955 0.875
H 0.025 -3.505 0.201
O 2.234 -0.725 -1.862
H 1.161 4.192 -0.330
H -1.459 -3.056 -0.744
H 3.849 -1.694 -0.156
O 0.590 2.438 3.823
H 1.141 1.965 1.720
H 0.717 -2.680 1.586
O -2.181 4.394 1.808
H 1.193 1.634 -0.614
H 1.149 2.913 3.210
C -0.005 -0.615 0.533
O 1.080 -3.263 -1.914
O -2.452 1.100 -3.239
H 1.997 -0.671 -0.900
H -0.072 3.568 0.386
H -1.443 0.729 2.062
H 1.867 -3.800 -2.293
H -0.238 2.350 3.290
O 4.298 -2.217 0.363
H -1.774 3.463 1.650
H -1.611 1.588 -3.385
O -0.287 2.395 1.446
O 2.094 1.552 1.732
N 0.363 1.257 -1.057
H 4.990 -1.642 0.768
H -2.825 -2.161 -0.179
O 0.275 4.318 -0.293
H -0.950 -2.865 -3.318
H 2.253 1.176 2.522
H 0.860 -0.987 0.062
*
```



C3H5NO4 in the gas phase in a non-equilibrium geometry, computed with ωB97M-V with the def2-TZVPD basis set.

Energy above the lowest of the compared OMol25 structures with the same formula, charge and spin in eV: 4.563
Structure (SMILES): O=C(O)/C(CO)=N/O
Frontier orbital gap in eV: 9.70
Strongest force on any atom in eV Å⁻¹: 7.37
Calculated total energy in Ha: -472.90174
HOMO energy in Ha: -0.360

Geometry as ORCA input:
```
! RIJCOSX wB97M-V def2-TZVPD def2/J DEFGRID3
* xyz 0 1
O 1.859 -1.220 -0.501
H 1.962 0.218 -1.161
O 1.254 0.546 -1.880
N 0.028 0.661 -1.214
C -1.333 0.223 0.640
C 0.028 0.123 0.003
O -1.276 0.143 2.045
H 1.702 0.194 1.258
H 2.517 -1.952 0.069
H -2.246 0.336 2.252
O -2.366 0.524 -0.013
C 1.186 -0.657 0.623
H 0.814 -1.503 1.271
*
```



C4H7NO2 in the gas phase in a non-equilibrium geometry, computed with ωB97M-V with the def2-TZVPD basis set.

Energy above the lowest of the compared OMol25 structures with the same formula, charge and spin in eV: 2.623
Structure (SMILES): CC(=O)N(C)C=O
Frontier orbital gap in eV: 10.50
Strongest force on any atom in eV Å⁻¹: 1.68
Calculated total energy in Ha: -361.78445
HOMO energy in Ha: -0.363

Geometry as ORCA input:
```
! RIJCOSX wB97M-V def2-TZVPD def2/J DEFGRID3
* xyz 0 1
H -1.889 -0.802 -1.464
H -1.421 -2.240 -0.539
H 2.666 -0.442 -0.471
C -0.654 1.426 0.859
C 0.600 -0.352 -0.232
H 2.192 0.433 1.008
H 0.339 1.937 0.992
O -1.645 1.971 1.276
H -2.443 -1.016 0.273
C 1.957 0.272 -0.046
N -0.589 0.164 0.191
O 0.523 -1.421 -0.813
C -1.676 -1.154 -0.456
H 2.042 1.224 -0.577
*
```



A gas-phase ion, C10H17N2O3 (charge +1) in a non-equilibrium geometry, computed with ωB97M-V with the def2-TZVPD basis set.

Energy above the lowest of the compared OMol25 structures with the same formula, charge and spin in eV: 0.153
Structure (SMILES): COC1=CC(=[NH2+])ON2[C@H](CCC2(C)C)O1
Frontier orbital gap in eV: 9.10
Strongest force on any atom in eV Å⁻¹: 4.79
Calculated total energy in Ha: -726.15284
HOMO energy in Ha: -0.466

Geometry as ORCA input:
```
! RIJCOSX wB97M-V def2-TZVPD def2/J DEFGRID3
* xyz 1 1
C -1.615 -0.854 1.488
H -1.573 1.364 1.211
H -2.185 -1.403 0.741
H 1.558 -2.529 -0.002
H -0.408 -2.676 1.653
O 1.030 1.483 0.849
H 2.627 3.033 -1.725
C 0.298 1.610 -1.712
C -0.353 -1.624 1.923
C -1.098 0.441 0.864
H 0.506 1.955 -2.718
H -2.271 -0.648 2.329
H 2.364 -1.887 2.386
C 0.825 -0.927 1.226
H -3.507 0.536 -1.943
C 1.124 -1.542 -0.142
N 0.273 0.431 1.116
H -3.286 0.427 -3.717
C -0.925 0.932 -1.598
H 0.220 -1.650 -0.736
C -2.856 0.188 -2.748
H 2.920 2.683 -0.039
H 2.912 -0.448 1.531
H -2.718 -0.892 -2.657
H 1.909 -0.283 2.972
H -0.230 -1.555 3.003
C 1.249 1.885 -0.778
C 2.083 -0.882 2.084
O -1.486 0.363 -0.576
O -1.596 0.853 -2.718
H 1.839 -0.933 -0.693
N 2.369 2.548 -0.875
*
```